ORCA calculation (the ωB97M-V functional and the def2-TZVPD basis) on the molecule C12H10N2.

Values from the calculation:
* E_LUMO: -0.2741 eV
* 2S+1: 1
* gap between HOMO and LUMO: 7.12 eV
* energy above the lowest of the compared OMol25 structures with the same formula, charge and spin: 50.8 kcal/mol
* SMILES: Cn1cccc2nc3ccccc3c1-2

Cartesian coordinates (Å):
1 C -1.206 2.172 0.231
2 N -1.603 0.791 -0.082
3 C -2.831 0.395 -0.088
4 C -3.111 -0.963 -0.106
5 C -2.202 -2.037 -0.103
6 C -0.863 -1.514 -0.039
7 N 0.267 -2.284 0.118
8 C 1.190 -1.355 0.065
9 C 2.552 -1.528 -0.110
10 C 3.493 -0.526 0.123
11 C 3.060 0.857 -0.081
12 C 1.737 1.078 -0.270
13 C 0.825 0.050 -0.181
14 C -0.609 -0.144 -0.226
15 H -2.198 2.772 0.637
16 H -0.740 2.732 -0.637
17 H -0.489 2.076 1.171
18 H -3.495 1.114 0.027
19 H -4.205 -1.089 -0.127
20 H -2.528 -3.153 0.118
21 H 2.909 -2.542 0.059
22 H 4.609 -0.690 0.312
23 H 3.910 1.626 -0.238
24 H 1.527 2.161 -0.573

---

ORCA calculation (the ωB97M-V functional and the def2-TZVPD basis) on the molecule C12H10N4O.

Values from the calculation:
* E_LUMO: -0.7806 eV
* 2S+1: 1
* gap between HOMO and LUMO: 7.28 eV
* SMILES: N#CC(/C=C1/Nc2ccccc2C1=O)=C(N)N

Cartesian coordinates (Å):
1 N 2.826 0.148 -3.396
2 C 1.730 -0.128 -3.134
3 C 0.469 -0.664 -2.741
4 C 0.466 -1.442 -1.455
5 C -0.272 -1.149 -0.366
6 N -0.128 -1.908 0.855
7 C -0.851 -1.185 1.864
8 C -0.820 -1.422 3.227
9 C -1.331 -0.374 4.156
10 C -1.729 0.840 3.669
11 C -1.830 1.016 2.293
12 C -1.427 -0.012 1.326
13 C -1.231 -0.041 -0.066
14 O -2.023 0.526 -0.833
15 C -0.619 -0.618 -3.615
16 N -0.665 0.139 -4.782
17 N -1.843 -1.193 -3.299
18 H 1.143 -2.328 -1.421
19 H 0.578 -2.649 1.086
20 H -0.605 -2.410 3.591
21 H -1.361 -0.478 5.231
22 H -2.029 1.727 4.283
23 H -2.131 1.953 1.958
24 H -1.557 0.619 -4.992
25 H 0.136 0.771 -4.958
26 H -2.348 -0.820 -2.520
27 H -2.310 -1.367 -4.144

---

ORCA calculation (the ωB97M-V functional and the def2-TZVPD basis) on a structure of composition C12H10N5O2RhS2.

Values from the calculation:
* E_LUMO (alpha / beta): -7.1132 / -9.6805 eV
* 2S+1: 5
* gap between HOMO and LUMO (alpha / beta): 8.18 / 5.89 eV
* total charge: +2

Cartesian coordinates (Å):
1 Rh -0.157 -0.793 -1.152
2 N 2.984 -1.731 -2.759
3 C 2.924 -1.761 -1.434
4 N 1.853 -1.476 -0.713
5 C 2.115 -1.627 0.646
6 C 3.393 -1.999 0.944
7 S 4.321 -2.184 -0.474
8 C 1.044 -1.482 1.585
9 C 1.155 -1.722 2.969
10 S -0.330 -1.605 3.726
11 C -1.075 -1.208 2.161
12 N -0.192 -1.165 1.149
13 N -2.360 -1.013 2.108
14 H 2.155 -1.567 -3.308
15 H 3.822 -1.990 -3.254
16 H 3.832 -2.175 1.913
17 H 2.048 -1.962 3.525
18 H -2.904 -1.043 2.960
19 H -2.886 -0.696 1.275
20 O -3.618 -0.006 0.139
21 C -2.714 0.115 -0.669
22 O -2.154 -0.864 -1.307
23 C -2.048 1.451 -0.867
24 C -2.721 2.652 -0.816
25 C -1.979 3.818 -0.965
26 C -0.604 3.733 -1.123
27 C -0.002 2.487 -1.138
28 N -0.715 1.364 -1.021
29 H -3.791 2.663 -0.670
30 H -2.470 4.781 -0.948
31 H 0.003 4.619 -1.233
32 H 1.070 2.386 -1.248

---

ORCA calculation (the ωB97M-V functional and the def2-TZVPD basis) on a structure of composition C12H10NO4P.

Values from the calculation:
* E_LUMO: -1.1709 eV
* 2S+1: 1
* gap between HOMO and LUMO: 8.80 eV
* energy above the lowest of the compared OMol25 structures with the same formula, charge and spin: 0.0 kcal/mol

Cartesian coordinates (Å):
1 O 2.336 -2.866 -0.898
2 O -0.341 2.815 1.440
3 O 3.484 -2.193 -2.616
4 O 0.734 1.371 2.643
5 C -3.562 -1.586 0.890
6 C -2.512 -1.902 1.751
7 C -3.477 -0.470 0.106
8 C 2.314 1.715 -2.093
9 C 2.716 0.401 -2.278
10 C -1.444 -1.033 1.934
11 C -2.382 0.418 0.222
12 C 1.465 2.030 -1.007
13 C 1.479 -0.283 -0.320
14 C 2.335 -0.632 -1.410
15 C -1.394 0.178 1.192
16 C 1.043 1.003 -0.127
17 N 2.754 -1.971 -1.647
18 P 0.002 1.356 1.276
19 H 0.409 2.277 2.769
20 H -4.457 -2.221 0.804
21 H -2.558 -2.808 2.346
22 H -4.232 -0.297 -0.694
23 H 2.626 2.476 -2.827
24 H 3.364 0.229 -3.142
25 H -0.676 -1.283 2.657
26 H -2.320 1.277 -0.506
27 H 1.081 3.060 -0.885
28 H 1.211 -1.060 0.421

---

Result set for E: -15583.5374 -20612.2777 -48814.4046 -31572.8070 eV, one per record in the order listed.